(1)
Entry from OMol25: a structure of composition C3H12FeN6O7P (wB97M-V/def2-TZVPD).

The geometry in XYZ format:
```
30
Properties=species:S:1:pos:R:3
Fe 0.106 0.201 0.732
P 0.583 0.786 2.909
O -0.736 -0.043 2.595
O 0.503 1.930 1.802
O 1.663 -0.095 2.149
O 0.870 1.205 4.312
C -1.745 -2.122 0.341
O -0.698 -1.570 0.002
N -2.338 -1.725 1.487
N -2.273 -3.178 -0.350
H -3.093 -2.243 1.898
H -1.761 -1.100 2.093
H -1.912 -3.419 -1.251
H -3.228 -3.389 -0.120
C 2.612 -0.604 -0.935
O 1.586 0.031 -0.821
N 3.243 -1.100 0.166
N 3.302 -0.789 -2.122
H 3.014 -0.654 1.061
H 4.056 -1.685 0.133
H 4.079 -1.423 -2.115
H 2.795 -0.658 -2.977
C -1.266 2.290 -1.118
O -1.247 1.278 -0.437
N -1.954 2.326 -2.311
N -0.822 3.465 -0.599
H -2.215 3.192 -2.740
H -2.077 1.444 -2.767
H -0.185 3.390 0.191
H -0.863 4.260 -1.208
```

Values from the calculation:
E (eV): -70263.1183
HOMO energy (alpha / beta) (eV): -2.986 / -2.853
⟨S²⟩: 6.0100
Lowest unoccupied orbital energy (alpha / beta) (eV): 2.7 / 2.7
Total charge: -1
Multiplicity: 5

(2)
Entry from OMol25: a structure of composition C7H12O4S (wB97M-V/def2-TZVPD).

The geometry in XYZ format:
```
24
Properties=species:S:1:pos:R:3
C -0.355 -0.396 0.560
C -1.396 1.173 0.200
C 0.738 -0.536 -0.287
C -2.406 1.523 1.236
C 2.086 -0.097 -2.785
C -0.811 -2.270 2.476
C 2.510 0.489 -1.454
O 1.218 -1.667 -0.380
O -2.733 -1.243 1.147
O -1.109 2.069 -0.684
O 1.297 0.684 -0.718
S -1.384 -1.822 0.736
H -3.175 2.154 0.867
H -3.148 0.736 1.505
H -1.859 1.751 2.248
H 1.644 0.568 -3.362
H 2.855 -0.394 -3.372
H 1.443 -1.024 -2.703
H -0.497 -1.178 2.860
H 0.012 -2.913 2.297
H -1.740 -2.706 2.836
H 2.795 1.527 -1.487
H 3.212 -0.297 -1.115
H -1.449 2.936 -0.563
```

Values from the calculation:
E (eV): -26472.1979
HOMO energy (alpha / beta) (eV): -7.938 / -7.939
Lowest unoccupied orbital energy (alpha / beta) (eV): -0.6 / -0.6

(3)
Entry from OMol25: a structure of composition C23H49CrN3P4S (wB97M-V/def2-TZVPD).

The geometry in XYZ format:
```
81
Properties=species:S:1:pos:R:3
Cr -0.001 0.864 -0.214
P 2.060 1.357 1.149
P -1.523 2.312 0.406
P 1.019 1.713 -2.109
H -0.249 -3.184 0.426
C 0.392 -2.545 -0.208
C 1.687 -2.245 -0.081
H 2.267 -2.176 0.852
C 2.614 0.754 2.800
C 2.076 3.155 1.520
C 3.693 1.148 0.334
C -2.982 1.605 -0.430
C -2.024 2.684 2.099
C -1.216 3.956 -0.277
C 2.298 0.721 -2.934
C 1.825 3.347 -1.956
C -0.406 1.976 -3.213
H -0.234 -1.906 -0.899
H 2.198 -1.728 -0.915
H 2.413 -0.311 2.950
H 2.166 1.354 3.607
H 3.706 0.901 2.842
H 1.191 3.435 2.106
H 2.115 3.762 0.610
H 2.981 3.340 2.117
H 3.790 0.141 -0.081
H 4.447 1.263 1.132
H 3.890 1.905 -0.439
H -3.818 2.263 -0.178
H -3.169 0.575 -0.073
H -2.831 1.571 -1.522
H -2.680 3.563 2.048
H -1.140 2.916 2.711
H -2.559 1.836 2.543
H -2.038 4.597 0.071
H -1.175 3.925 -1.370
H -0.257 4.335 0.109
H 2.426 1.073 -3.971
H 2.028 -0.347 -2.949
H 3.257 0.826 -2.402
H 2.084 3.723 -2.956
H 2.737 3.275 -1.352
H 1.157 4.068 -1.472
H -0.095 1.854 -4.264
H -0.837 2.977 -3.067
H -1.222 1.255 -3.016
C -0.449 -2.354 -4.803
C -1.463 -2.248 -5.794
C -1.532 -3.125 -6.874
C -0.544 -4.114 -7.009
C 0.513 -4.212 -6.098
C 0.579 -3.308 -5.017
S -0.285 -0.944 -3.758
H -0.765 -1.107 -2.401
H -2.064 -1.338 -5.739
H -2.344 -3.045 -7.598
H -0.642 -4.845 -7.806
H 1.317 -4.965 -6.188
H 1.509 -3.262 -4.423
C -0.438 -1.891 5.269
N -1.153 -0.633 4.964
C -2.532 -0.982 4.579
N -2.567 -1.857 3.397
C -1.787 -3.079 3.679
N -0.425 -2.764 4.101
C 0.353 -2.170 3.027
P -0.414 -0.595 2.296
C -0.491 0.228 3.997
C -2.193 -1.170 2.185
H -0.988 -2.351 6.099
H 0.602 -1.653 5.552
H -3.095 -0.058 4.374
H -2.952 -1.536 5.425
H -1.739 -3.687 2.768
H -2.308 -3.601 4.492
H 1.345 -1.880 3.404
H 0.490 -2.888 2.206
H -1.036 1.177 3.936
H 0.529 0.468 4.332
H -2.275 -1.808 1.303
H -2.819 -0.289 2.041
```

Values from the calculation:
E (eV): -105497.0537
HOMO energy (alpha / beta) (eV): -14.918 / -14.922
⟨S²⟩: 3.9399
Lowest unoccupied orbital energy (alpha / beta) (eV): -8.9 / -12.8
Total charge: +3
Multiplicity: 4

(4)
Entry from OMol25: a structure of composition C12H22N (wB97M-V/def2-TZVPD).

The geometry in XYZ format:
```
35
Properties=species:S:1:pos:R:3
C -1.798 -1.657 1.008
C -0.979 -0.874 1.728
C 1.589 -0.030 0.503
C 2.557 -0.500 -0.349
C -2.022 -0.669 -0.048
C -1.222 0.347 0.956
C 3.803 -1.049 0.390
C 2.621 -0.329 -1.864
C -1.566 -0.989 -1.468
C -3.565 -0.343 -0.004
C -1.710 1.604 1.415
C 0.815 2.185 -0.191
N 0.497 0.759 0.055
H -2.141 -2.721 1.210
H -0.480 -1.071 2.628
H 1.788 0.058 1.570
H 4.550 -0.447 -0.145
H 3.629 -0.796 1.475
H 4.174 -2.068 0.490
H 3.169 -1.203 -2.339
H 3.133 0.556 -2.166
H 1.615 -0.249 -2.297
H -0.695 -1.720 -1.306
H -1.171 -0.199 -2.164
H -2.413 -1.496 -1.969
H -3.562 0.738 0.130
H -3.997 -1.065 0.688
H -3.795 -0.580 -1.089
H -1.870 2.352 0.672
H -1.074 2.038 2.106
H -2.731 1.420 1.904
H 1.292 2.609 0.771
H 1.479 2.401 -0.979
H -0.090 2.647 -0.444
H 0.168 0.340 -0.878
```

Values from the calculation:
E (eV): -14279.9721
HOMO energy (eV): -12.793
Lowest unoccupied orbital energy (eV): -3.1
Total charge: +1

(5)
Entry from OMol25: an isolated molecule of C5H8O (wB97M-V/def2-TZVPD).

The geometry in XYZ format:
```
14
Properties=species:S:1:pos:R:3
C 0.331 -1.062 -0.421
C 1.312 0.124 -0.233
C 0.537 1.115 0.606
O -0.042 0.529 1.757
C -0.922 0.626 0.684
C -1.072 -0.467 -0.316
H 0.490 -1.592 -1.360
H 0.458 -1.768 0.402
H 1.583 0.601 -1.180
H 2.255 -0.222 0.217
H 0.056 2.002 0.215
H -1.756 1.309 0.900
H -1.395 -0.021 -1.273
H -1.835 -1.174 0.000
```

Values from the calculation:
E (eV): -7359.5986
HOMO energy (eV): -9.074
Lowest unoccupied orbital energy (eV): 1.1
SMILES: C1C[C@@H]2O[C@@H]2C1